# 1
# C52H38BrCoN6O2P2S

A molecular structure, C52H38BrCoN6O2P2S (wB97M-V/def2-TZVPD, OMol25).

Last column: Löwdin charge in e.
CARTESIAN COORDINATES (ANGSTROEM)
Co1 0.243 -1.361 0.800  0.4634
S1 1.613 4.812 4.644  1.0882
N1 2.623 3.710 4.056  -0.1869
C1 1.881 2.825 3.418  -0.3011
C2 2.374 1.665 2.705  -0.0726
C3 3.726 1.343 2.560  0.0545
C4 4.061 0.236 1.813  0.0145
C5 3.056 -0.521 1.219  -0.0784
N2 1.771 -0.215 1.354  0.0504
C6 1.431 0.848 2.097  -0.1862
C7 0.011 1.121 2.174  -0.1601
N3 -0.796 0.244 1.544  0.0307
C8 -2.091 0.553 1.452  -0.1339
C9 -2.650 1.680 2.036  0.0008
C10 -1.839 2.543 2.743  0.0509
C11 -0.473 2.267 2.803  -0.0655
C12 0.495 3.123 3.455  -0.3057
N4 0.212 4.226 4.122  -0.1850
H1 4.479 1.965 3.028  0.1368
H2 5.093 -0.057 1.670  0.1278
H3 3.282 -1.396 0.628  0.1177
H4 -2.709 -0.108 0.854  0.1032
H5 -3.709 1.869 1.917  0.1306
H6 -2.229 3.435 3.219  0.1398
O1 1.820 -4.200 -1.319  0.1467
C13 1.139 -3.521 -0.600  -0.5529
O2 1.530 -2.450 0.044  -0.1690
C14 -0.287 -3.864 -0.300  -0.1860
C15 -0.795 -5.088 -0.740  0.0370
C16 -2.076 -5.419 -0.401  0.0455
C17 -2.811 -4.544 0.427  -0.1324
C18 -4.119 -4.865 0.862  -0.0020
C19 -4.796 -4.041 1.713  -0.0401
C20 -4.170 -2.869 2.186  -0.0345
C21 -2.913 -2.531 1.771  -0.0326
C22 -2.209 -3.334 0.852  -0.1583
N5 -0.952 -2.984 0.425  0.1165
H7 -0.150 -5.715 -1.341  0.1383
H8 -2.522 -6.354 -0.722  0.1374
H9 -4.564 -5.791 0.515  0.1288
H10 -5.792 -4.297 2.051  0.1203
H11 -4.689 -2.239 2.900  0.1190
H12 -2.419 -1.666 2.188  0.0598
Br1 0.730 -4.634 6.613  0.8630
C23 0.646 -3.641 5.034  -0.6753
C24 -0.260 -2.599 4.904  -0.0686
C25 -0.299 -1.905 3.714  -0.0997
N6 0.497 -2.185 2.674  0.0286
C26 1.385 -3.180 2.820  -0.0697
C27 1.492 -3.929 3.974  -0.0617
H13 -0.926 -2.329 5.713  0.1194
H14 -0.996 -1.084 3.598  0.1065
H15 2.036 -3.371 1.977  0.1219
H16 2.226 -4.721 4.039  0.1219
C28 -0.404 1.360 -1.245  -0.4636
P1 -0.130 -0.438 -1.322  1.0892
C29 1.123 -0.706 -2.590  -0.3340
C30 0.743 -0.777 -3.932  -0.0718
C31 1.707 -0.872 -4.922  -0.0458
C32 3.053 -0.896 -4.582  -0.0418
C33 3.435 -0.798 -3.253  -0.0475
C34 2.475 -0.694 -2.261  -0.0930
C35 -1.680 -1.110 -1.966  -0.3424
C36 -2.884 -0.436 -1.760  -0.0939
C37 -4.085 -1.003 -2.165  -0.0531
C38 -4.092 -2.244 -2.786  -0.0478
C39 -2.893 -2.912 -3.015  -0.0484
C40 -1.694 -2.351 -2.608  -0.1007
P2 1.074 2.358 -0.711  1.0697
C41 1.868 2.836 -2.284  -0.3958
C42 3.258 2.812 -2.345  -0.1186
C43 3.923 3.264 -3.479  -0.0696
C44 3.196 3.735 -4.562  -0.0623
C45 1.806 3.765 -4.509  -0.0625
C46 1.145 3.327 -3.372  -0.0843
C47 0.240 3.928 -0.261  -0.3709
C48 -1.134 4.120 -0.145  -0.1071
C49 -1.647 5.356 0.241  -0.0726
C50 -0.794 6.412 0.511  -0.0671
C51 0.580 6.230 0.402  -0.0638
C52 1.091 4.999 0.024  -0.0977
H17 -1.124 1.524 -0.445  -0.0041
H18 -0.868 1.705 -2.171  0.0766
H19 -0.302 -0.747 -4.213  0.1100
H20 1.406 -0.929 -5.960  0.1169
H21 3.805 -0.985 -5.356  0.1181
H22 4.486 -0.794 -2.989  0.1179
H23 2.778 -0.590 -1.237  0.0686
H24 -2.896 0.553 -1.314  0.0934
H25 -5.013 -0.466 -2.010  0.1157
H26 -5.027 -2.681 -3.114  0.1175
H27 -2.890 -3.868 -3.526  0.1206
H28 -0.767 -2.876 -2.807  0.1157
H29 3.827 2.440 -1.497  0.0954
H30 5.006 3.249 -3.515  0.1107
H31 3.710 4.092 -5.447  0.1129
H32 1.240 4.146 -5.351  0.1122
H33 0.062 3.392 -3.328  0.1049
H34 -1.836 3.322 -0.363  0.0861
H35 -2.719 5.492 0.315  0.1108
H36 -1.195 7.376 0.800  0.1137
H37 1.255 7.053 0.608  0.1137
H38 2.166 4.871 -0.064  0.1084

The calculation puts the calculated total energy at -204650.3537 eV. Its net charge is +2. The value obtained for the HOMO energy is -12.94 eV. Its HOMO-LUMO gap is 7.016 eV.

=====

# 2
# C4H12N2O

2 unconnected molecules or ions with the total composition C4H12N2O (wB97M-V/def2-TZVPD, OMol25).

Last column: natural (NBO) charge in e.
CARTESIAN COORDINATES (ANGSTROEM)
N1 -1.922 -1.402 -2.725  -0.8404
C1 -0.898 -0.584 -2.087  -0.0624
N2 -1.313 0.478 -1.186  -0.8469
H1 -2.516 -1.840 -2.032  0.3481
H2 -2.511 -0.834 -3.322  0.3490
H3 -0.243 -1.248 -1.525  0.1738
H4 -0.303 -0.123 -2.875  0.1794
H5 -1.844 1.192 -1.674  0.3510
H6 -1.927 0.132 -0.457  0.3523
C2 0.780 -0.328 1.695  -0.0997
O1 -0.169 0.345 2.528  -0.7198
C3 1.500 0.670 0.849  -0.1999
C4 2.743 1.060 1.073  -0.3737
H7 0.254 -1.033 1.046  0.1602
H8 1.504 -0.876 2.301  0.1619
H9 -0.443 -0.269 3.214  0.4652
H10 0.981 1.082 -0.008  0.2207
H11 3.232 1.779 0.433  0.1968
H12 3.319 0.666 1.905  0.1843

The calculation puts the calculated total energy at -9369.0964 eV. The SMILES is C=CCO.NCN. Its net charge is 0. The value obtained for the HOMO energy is -9.10 eV. Its HOMO-LUMO gap is 9.967 eV.

=====

# 3
# C3H18B3NO4Tl

A molecular structure, C3H18B3NO4Tl in a non-equilibrium geometry (wB97M-V/def2-TZVPD, OMol25).

Last column: Löwdin charge in e.
CARTESIAN COORDINATES (ANGSTROEM)
Tl1 21.560 -23.070 -11.921  1.0071
B1 22.607 -22.607 -14.030  -0.3487
H1 23.440 -22.799 -13.371  -0.0509
H2 22.878 -22.213 -14.997  -0.0068
H3 22.023 -23.513 -14.069  -0.0626
H4 22.028 -21.876 -13.487  -0.0429
B2 19.783 -24.219 -12.993  -0.4617
H5 19.943 -24.579 -11.989  -0.0845
H6 19.896 -23.147 -13.045  -0.0369
H7 20.493 -24.660 -13.676  -0.0272
H8 18.789 -24.491 -13.313  0.0178
B3 19.259 -22.725 -10.936  -0.4039
H9 19.126 -22.316 -9.946  -0.0329
H10 19.747 -23.685 -10.869  -0.0879
H11 18.338 -22.792 -11.495  0.0193
H12 19.849 -22.031 -11.514  -0.0481
C1 21.293 -27.230 -10.618  0.0119
C2 20.867 -25.746 -10.754  -0.6090
O1 19.664 -25.439 -10.472  -0.0350
O2 21.635 -24.767 -10.899  -0.1321
H13 20.810 -27.848 -9.861  0.0664
H14 22.343 -27.260 -10.328  0.0614
H15 21.072 -27.773 -11.538  0.0763
C3 23.037 -22.515 -7.989  0.0492
N1 23.506 -22.838 -9.295  -0.3155
O3 22.769 -22.660 -10.340  -0.0319
O4 24.598 -23.311 -9.186  0.1492
H16 23.906 -22.199 -7.412  0.1128
H17 22.487 -23.356 -7.565  0.1296
H18 22.305 -21.734 -8.196  0.1175

The calculation puts the calculated total energy at -19789.4854 eV. Its net charge is -1. The value obtained for the HOMO energy is -3.93 eV. Its HOMO-LUMO gap is 4.753 eV.

=====

# 4
# C2H5P

2 unconnected molecules or ions with the total composition C2H5P in a non-equilibrium geometry (wB97M-V/def2-TZVPD, OMol25).

Last column: natural (NBO) charge in e.
CARTESIAN COORDINATES (ANGSTROEM)
C1 0.439 0.076 -1.490  -0.6740
C2 0.001 -0.043 1.253  -0.9359
P1 1.262 0.109 -0.094  0.6939
H1 0.708 0.152 -2.518  0.1890
H2 -1.699 -0.096 -1.707  0.0036
H3 0.308 -0.820 1.952  0.2365
H4 -0.054 0.902 1.795  0.2394
H5 -0.964 -0.278 0.810  0.2475

The calculation puts the calculated total energy at -11438.5667 eV. Its net charge is 0. The value obtained for the HOMO energy (alpha / beta) is -8.80 / -9.62 eV. Its HOMO-LUMO gap (alpha / beta) is 8.414 / 9.032 eV.

=====

# 5
# C6H8N2

A single C6H8N2 molecule in a non-equilibrium geometry (wB97M-V/def2-TZVPD, OMol25).

Last column: natural (NBO) charge in e.
CARTESIAN COORDINATES (ANGSTROEM)
C1 0.893 -1.881 -0.476  -0.4208
C2 0.948 -0.012 1.083  0.1364
C3 -0.168 0.685 0.618  -0.3139
C4 -0.490 1.078 -0.710  -0.2223
C5 -1.710 1.121 -1.229  -0.3654
C6 -1.140 1.214 1.603  0.2720
H1 0.285 -2.611 0.018  0.2047
H2 1.614 -2.535 -1.079  0.2122
H3 0.302 -1.362 -1.244  0.2167
H4 2.589 -1.032 0.505  0.4005
H5 1.361 0.254 2.058  0.1971
H6 0.299 1.561 -1.275  0.2079
H7 -2.028 1.729 -2.060  0.2090
H8 -2.511 0.781 -0.491  0.1960
N1 1.554 -0.934 0.380  -0.5760
N2 -1.799 1.944 2.296  -0.3540

The calculation puts the calculated total energy at -9329.0757 eV. The SMILES is C=C/C(C#N)=C\NC. Its net charge is 0. The value obtained for the HOMO energy is -8.05 eV. Its HOMO-LUMO gap is 8.411 eV.

=====

# 6
# C2H5OPS

2 unconnected molecules or ions with the total composition C2H5OPS in a non-equilibrium geometry (wB97M-V/def2-TZVPD, OMol25).

Last column: natural (NBO) charge in e.
CARTESIAN COORDINATES (ANGSTROEM)
C1 0.698 0.853 0.753  0.3032
C2 -0.326 -1.534 1.543  -0.7389
O1 0.866 2.014 0.787  -0.4744
P1 -0.358 1.503 -2.350  0.1133
S1 -0.552 -0.268 0.218  0.2039
H1 0.678 -1.157 1.893  0.2439
H2 -0.231 -2.593 1.273  0.2281
H3 -1.233 -1.517 2.123  0.2284
H4 0.423 2.341 -3.129  -0.0591
H5 0.035 0.358 -3.111  -0.0485

The calculation puts the calculated total energy at -24322.6047 eV. Its net charge is 0. The value obtained for the HOMO energy (alpha / beta) is -8.82 / -7.86 eV. Its HOMO-LUMO gap (alpha / beta) is 8.302 / 6.583 eV.

=====

# 7
# C5H10S

A single C5H10S molecule in a non-equilibrium geometry (wB97M-V/def2-TZVPD, OMol25).

Last column: natural (NBO) charge in e.
CARTESIAN COORDINATES (ANGSTROEM)
C1 2.585 0.816 0.103  -0.7489
C2 0.357 -0.678 -0.575  -0.4972
C3 -0.651 0.239 0.076  -0.2595
C4 -2.038 -0.109 -0.401  -0.4146
C5 -1.612 -0.414 0.981  -0.4122
H1 2.274 1.162 1.186  0.2390
H2 3.555 0.765 -0.321  0.2319
H3 1.852 1.417 -0.563  0.2177
H4 0.440 -0.439 -1.642  0.2123
H5 -0.159 -1.719 -0.517  0.2143
H6 -0.394 1.214 0.207  0.2081
H7 -2.087 -0.877 -1.195  0.2156
H8 -2.820 0.707 -0.472  0.2178
H9 -1.323 -1.389 1.207  0.2136
H10 -2.001 0.251 1.686  0.2169
S1 2.021 -0.948 0.240  0.1450

The calculation puts the calculated total energy at -16180.3890 eV. The SMILES is CSCC1CC1. Its net charge is 0. The value obtained for the HOMO energy is -8.50 eV. Its HOMO-LUMO gap is 9.532 eV.

=====

# 8
# C3H11N2

2 unconnected molecules or ions with the total composition C3H11N2 in a non-equilibrium geometry (wB97M-V/def2-TZVPD, OMol25).

Last column: natural (NBO) charge in e.
CARTESIAN COORDINATES (ANGSTROEM)
C1 1.194 -0.945 1.537  -0.4231
N1 1.628 -0.075 0.376  -0.7353
H1 1.083 -1.986 1.231  0.2357
H2 0.228 -0.582 1.880  0.2224
H3 1.928 -0.888 2.335  0.2338
H4 2.194 -0.611 -0.278  0.4223
H5 0.617 0.114 -0.117  0.4606
H6 2.203 0.682 0.727  0.4332
C2 -0.964 0.262 -1.842  -0.4586
C3 -1.907 0.760 0.259  0.0352
N2 -0.855 0.422 -0.375  -0.4672
H7 -1.463 -0.669 -2.119  0.2346
H8 -1.412 1.040 -2.467  0.2335
H9 0.080 0.173 -2.144  0.1911
H10 -1.858 1.023 1.303  0.1939
H11 -2.697 1.280 -0.308  0.1878

The calculation puts the calculated total energy at -6262.0238 eV. Its net charge is +1. The value obtained for the HOMO energy is -15.07 eV. Its HOMO-LUMO gap is 11.674 eV.